Entry 1:
{"formula": "C4H4O3", "method": "ωB97M-V/def2-TZVPD", "elements": ["O", "C", "C", "C", "O", "C", "O", "H", "H", "H", "H"], "coordinates": [[0.0037, 1.5742, -1.5285], [-0.5261, 0.5287, -1.1524], [-0.0944, -0.2110, 0.0147], [-0.5501, -1.5812, 0.2683], [-0.2330, -2.2454, 1.2338], [0.7476, 0.3954, 0.9119], [1.2660, 1.5848, 0.7604], [-1.4115, 0.1473, -1.6935], [-1.2021, -2.0094, -0.5237], [1.0152, -0.0982, 1.8448], [0.9848, 1.9148, -0.1358]], "forces_ev_per_a": [[-0.21, -0.20, 0.30], [0.09, 0.18, -0.05], [0.12, 0.14, 0.06], [0.04, -0.16, 0.24], [-0.15, 0.24, -0.37], [0.02, -0.04, 0.02], [-0.08, -0.12, -0.16], [0.20, -0.10, -0.07], [0.01, 0.05, 0.14], [-0.03, 0.03, -0.14], [-0.02, -0.03, 0.02]], "gap_ev": 9.69, "relative_energy_ev": 0.837, "e_lumo_ev": -0.40, "smiles": "O=CC(C=O)=CO"}



Entry 2:
{"formula": "C4H4O3", "method": "ωB97M-V/def2-TZVPD", "elements": ["O", "C", "C", "C", "C", "O", "O", "H", "H", "H", "H"], "coordinates": [[-0.9644, 0.8916, 2.1195], [-0.5114, 0.3067, 1.0547], [0.7186, -0.1922, 0.7091], [0.6949, -0.4981, -0.6905], [-0.5053, -0.0949, -1.0625], [-0.8937, -0.0717, -2.3101], [-1.1919, 0.5158, -0.0898], [-0.2870, 0.8859, 2.8517], [1.5382, -0.3801, 1.5096], [1.5474, -0.7122, -1.3468], [-0.1453, -0.6507, -2.7449]], "forces_ev_per_a": [[-0.52, 0.90, 2.99], [3.76, -0.41, -2.26], [1.24, -0.74, 3.35], [1.85, -0.18, 1.32], [1.14, 0.68, 0.07], [0.38, -1.43, -3.04], [-2.21, -0.50, -0.48], [-1.04, -0.09, -1.37], [-1.49, 0.25, -1.77], [-0.62, -0.26, 0.43], [-2.50, 1.78, 0.76]], "gap_ev": 8.06, "relative_energy_ev": 2.057, "e_lumo_ev": 0.61, "smiles": "Oc1ccc(O)o1"}